Record 1
C24H35LiN3O2SSb | ωB97M-V with the def2-TZVPD basis set

Properties
energy relative to the best compared isomer or geometry (same formula, charge and spin): 27.90 kcal per mole
HOMO energy: -6.4902 eV

ORCA input file:
```
! RIJCOSX wB97M-V def2-TZVPD def2/J DEFGRID3
* xyz 0 1
Li -0.6435 2.8469 0.4823
C -5.1061 2.7757 -0.0096
C -3.6763 2.3464 -0.1520
N -2.7087 3.2650 -0.1037
N -2.9797 4.5077 -0.2585
C -1.8445 5.3005 -0.1068
O -0.7053 4.7961 0.0102
C -2.0457 6.7590 -0.0234
C -3.2211 7.4482 -0.2961
C -3.3422 8.7911 -0.0774
C -2.2500 9.5757 0.3634
C -1.0852 8.8308 0.7359
C -0.9866 7.4799 0.5608
C -3.2508 1.0004 -0.1492
C -4.2833 -0.0136 -0.2234
C -3.9054 -1.3377 -0.4910
C -2.5527 -1.6354 -0.6812
C -1.6333 -0.6127 -0.3817
N -1.9052 0.6425 -0.1681
H -5.2224 3.7413 -0.5557
H -5.3532 3.0656 1.0488
H -5.8553 2.1135 -0.3320
H -4.0346 6.7589 -0.6106
H -4.2782 9.2598 -0.3653
H -2.2973 10.6196 0.5269
H -0.2299 9.3753 1.0947
H -0.1026 6.8815 0.8260
H -5.2497 0.2464 0.0438
H -4.6805 -2.1075 -0.6040
H -2.2378 -2.6598 -0.7681
H -0.6182 -0.9030 -0.2976
O 1.0029 2.1288 0.1865
S 2.3110 2.8570 0.2834
C 3.2415 2.1403 1.7042
C 4.2336 1.0374 1.2553
C 4.0148 0.6564 -0.2749
C 3.3882 1.8585 -0.9386
H 2.5676 1.7217 2.4580
H 3.6497 3.0975 2.0469
H 4.1426 0.1467 1.9372
H 5.2849 1.4205 1.2492
H 3.2819 -0.1348 -0.3277
H 4.8425 0.2984 -0.8813
H 2.7790 1.6401 -1.8230
H 4.1634 2.6182 -1.2833
C -0.3139 -5.7730 -1.4106
C -0.3522 -6.0186 0.0864
Sb 1.6103 -5.8187 1.0764
C 2.8694 -5.3141 -0.7016
C 3.9155 -4.3977 -0.0863
C 2.2131 -7.9570 1.1478
C 2.2277 -8.8457 -0.0906
H -1.2886 -5.8096 -1.9117
H 0.3029 -6.4565 -1.9841
H 0.1552 -4.8168 -1.5803
H -0.7436 -7.0497 0.2621
H -1.0024 -5.2896 0.6214
H 2.4255 -4.8840 -1.6098
H 3.2038 -6.3560 -0.8783
H 3.4581 -3.4871 0.3538
H 4.6293 -4.0062 -0.8164
H 4.5738 -4.8209 0.6770
H 1.6011 -8.4007 1.9576
H 3.2293 -7.9119 1.5642
H 1.2145 -9.2306 -0.2962
H 2.9174 -9.6898 0.0153
H 2.5358 -8.3108 -1.0254
*
```

For reference, the Mulliken charges in units of e are: atom 1 (Li): 0.94, atom 2 (C): -1.33, atom 3 (C): 0.19, atom 4 (N): 0.23, atom 5 (N): -0.69, atom 6 (C): 0.31, atom 7 (O): -0.81, atom 8 (C): 0.45, atom 9 (C): -0.14, atom 10 (C): -0.47, atom 11 (C): -0.63, atom 12 (C): -0.32, atom 13 (C): -0.53, atom 14 (C): 0.55, atom 15 (C): -1.03, atom 16 (C): -0.26, atom 17 (C): -0.86, atom 18 (C): -0.07, atom 19 (N): -0.05, atom 20 (H): 0.31, atom 21 (H): 0.23, atom 22 (H): 0.48, atom 23 (H): 0.37, atom 24 (H): 0.36, atom 25 (H): 0.42, atom 26 (H): 0.36, atom 27 (H): 0.34, atom 28 (H): 0.37, atom 29 (H): 0.37, atom 30 (H): 0.43, atom 31 (H): 0.51, atom 32 (O): -0.65, atom 33 (S): 0.41, atom 34 (C): -0.63, atom 35 (C): -0.61, atom 36 (C): -0.43, atom 37 (C): -0.80, atom 38 (H): 0.33, atom 39 (H): 0.40, atom 40 (H): 0.31, atom 41 (H): 0.25, atom 42 (H): 0.14, atom 43 (H): 0.41, atom 44 (H): 0.44, atom 45 (H): 0.36, atom 46 (C): -1.00, atom 47 (C): -0.84, atom 48 (Sb): 0.57, atom 49 (C): -0.56, atom 50 (C): -1.23, atom 51 (C): -0.98, atom 52 (C): -0.82, atom 53 (H): 0.35, atom 54 (H): 0.34, atom 55 (H): 0.25, atom 56 (H): 0.32, atom 57 (H): 0.40, atom 58 (H): 0.42, atom 59 (H): 0.12, atom 60 (H): 0.31, atom 61 (H): 0.36, atom 62 (H): 0.36, atom 63 (H): 0.42, atom 64 (H): 0.40, atom 65 (H): 0.25, atom 66 (H): 0.32, atom 67 (H): 0.23

Record 2
C24H35N2O4PS2 | ωB97M-V with the def2-TZVPD basis set

Properties
energy relative to the best compared isomer or geometry (same formula, charge and spin): 0.00 kcal per mole
HOMO energy: -7.3944 eV

ORCA input file:
```
! RIJCOSX wB97M-V def2-TZVPD def2/J DEFGRID3
* xyz 0 1
C 1.8846 1.1336 -0.0682
C 2.8785 1.1011 -0.9990
S 2.4688 0.9166 -2.7363
O 1.7063 2.0584 -3.1707
O 3.6264 0.4672 -3.4754
C 1.3709 -0.5011 -2.6558
C 1.8730 -1.7983 -2.7349
C 1.0264 -2.8673 -2.4269
C -0.2993 -2.6329 -2.0417
C -0.7906 -1.3259 -1.9763
C 0.0372 -0.2636 -2.3358
S 4.6501 1.1221 -0.6214
O 4.7982 1.1118 0.8094
O 5.2515 2.1617 -1.4322
C 5.3121 -0.4439 -1.2546
C 6.0054 -0.4935 -2.4617
C 6.4468 -1.7231 -2.9531
C 6.2314 -2.8945 -2.2198
C 5.5700 -2.8291 -0.9921
C 5.1306 -1.6014 -0.4976
H 0.8869 1.3484 -0.4379
H 2.1704 1.1359 0.9792
H 2.9103 -1.9649 -3.0216
H 1.4140 -3.8829 -2.4742
H -0.9505 -3.4643 -1.7803
H -1.8033 -1.1193 -1.6226
H -0.3241 0.7595 -2.3281
H 6.2063 0.4167 -3.0198
H 6.9630 -1.7511 -3.9153
H 6.5862 -3.8538 -2.6024
H 5.3982 -3.7309 -0.4056
H 4.6355 -1.5304 0.4716
C -4.4341 0.5431 -1.6652
C -3.5394 1.3421 -0.7236
C -2.5274 2.1490 -1.5307
C -4.4030 2.3226 0.0766
N -2.8105 0.4230 0.1704
C -3.5505 -0.7004 0.7595
C -3.0304 -0.9405 2.1748
N -1.9951 0.0429 2.4574
C -1.7853 0.5033 3.8424
C -1.9774 -0.6619 4.8046
C -2.7705 1.6166 4.2128
C -0.3637 1.0485 3.9463
P -1.6346 1.0650 1.1916
H -5.2935 0.1067 -1.1399
H -4.8242 1.2210 -2.4372
H -3.8744 -0.2553 -2.1672
H -1.8063 2.6778 -0.8907
H -1.9830 1.4997 -2.2206
H -3.0614 2.8955 -2.1339
H -3.7946 2.9404 0.7502
H -4.9189 2.9905 -0.6256
H -5.1592 1.7889 0.6682
H -4.6325 -0.4938 0.7848
H -3.4075 -1.6123 0.1568
H -3.8598 -0.8670 2.8990
H -2.6360 -1.9668 2.2502
H -1.3692 -1.5218 4.5035
H -1.6535 -0.3475 5.8061
H -3.0307 -0.9644 4.8774
H -2.6579 2.4932 3.5617
H -3.8056 1.2547 4.1499
H -2.5733 1.9308 5.2455
H -0.2051 1.9155 3.2895
H -0.1707 1.3624 4.9795
H 0.3609 0.2692 3.6836
H -0.0929 0.8685 0.6936
*
```

For reference, the Mulliken charges in units of e are: atom 1 (C): -0.43, atom 2 (C): -0.21, atom 3 (S): 1.19, atom 4 (O): -0.68, atom 5 (O): -0.57, atom 6 (C): -0.12, atom 7 (C): -0.42, atom 8 (C): -0.57, atom 9 (C): -0.80, atom 10 (C): 0.27, atom 11 (C): -0.77, atom 12 (S): 1.33, atom 13 (O): -0.70, atom 14 (O): -0.67, atom 15 (C): 0.07, atom 16 (C): -0.03, atom 17 (C): -0.59, atom 18 (C): -0.43, atom 19 (C): -0.58, atom 20 (C): -0.38, atom 21 (H): 0.39, atom 22 (H): 0.51, atom 23 (H): 0.49, atom 24 (H): 0.41, atom 25 (H): 0.40, atom 26 (H): 0.19, atom 27 (H): 0.58, atom 28 (H): 0.42, atom 29 (H): 0.38, atom 30 (H): 0.38, atom 31 (H): 0.39, atom 32 (H): 0.39, atom 33 (C): -1.64, atom 34 (C): 1.08, atom 35 (C): -1.59, atom 36 (C): -1.69, atom 37 (N): 0.65, atom 38 (C): -0.46, atom 39 (C): -0.40, atom 40 (N): 0.32, atom 41 (C): 1.26, atom 42 (C): -1.80, atom 43 (C): -1.50, atom 44 (C): -1.76, atom 45 (P): -0.31, atom 46 (H): 0.39, atom 47 (H): 0.45, atom 48 (H): 0.31, atom 49 (H): 0.34, atom 50 (H): 0.54, atom 51 (H): 0.52, atom 52 (H): 0.31, atom 53 (H): 0.50, atom 54 (H): 0.32, atom 55 (H): 0.30, atom 56 (H): 0.13, atom 57 (H): 0.36, atom 58 (H): 0.23, atom 59 (H): 0.39, atom 60 (H): 0.46, atom 61 (H): 0.37, atom 62 (H): 0.31, atom 63 (H): 0.32, atom 64 (H): 0.47, atom 65 (H): 0.43, atom 66 (H): 0.46, atom 67 (H): 0.37, atom 68 (H): -0.29

Record 3
C24H35N3O3S | ωB97M-V with the def2-TZVPD basis set

Properties
energy relative to the best compared isomer or geometry (same formula, charge and spin): 1.76 kcal per mole
HOMO energy: -8.0635 eV

ORCA input file:
```
! RIJCOSX wB97M-V def2-TZVPD def2/J DEFGRID3
* xyz 0 1
C 8.8890 -2.6600 -4.0934
H 8.4004 -2.5040 -5.0525
H 9.7854 -3.2549 -4.2520
H 9.1806 -1.6901 -3.6970
C 7.9412 -3.3685 -3.1228
C 6.7044 -2.5458 -2.9068
C 5.6062 -2.6828 -3.7503
C 4.4825 -1.9009 -3.5845
C 4.4368 -0.9546 -2.5605
C 5.5337 -0.8096 -1.7124
C 6.6520 -1.5986 -1.8904
H 7.4987 -1.4819 -1.2289
H 5.4992 -0.0787 -0.9186
C 3.2546 -0.1425 -2.3909
N 2.1748 -0.1880 -3.1189
C 1.3323 0.7496 -2.5873
C 1.9517 1.3399 -1.5177
O 3.1771 0.7733 -1.4003
C 1.5222 2.3767 -0.5501
H 0.7111 1.9871 0.0667
H 1.1672 3.2644 -1.0706
H 2.3582 2.6434 0.0898
C -0.0160 0.9617 -3.1469
H 0.0271 1.3433 -4.1677
H -0.6213 1.6198 -2.5281
S -0.8569 -0.6891 -3.3009
O -2.2573 -0.3804 -3.6386
C -0.8866 -1.0721 -1.4840
C -1.5216 0.0271 -0.6560
O -0.9402 0.5534 0.2771
N -2.7633 0.3439 -1.0495
C -3.5609 1.3541 -0.3945
H -3.8500 2.1146 -1.1287
C -4.8182 0.7446 0.2307
H -5.4284 1.5452 0.6498
H -5.3967 0.2670 -0.5630
C -4.5138 -0.3046 1.3232
N -4.3652 0.1612 2.6802
C -5.5612 0.7010 3.2882
H -6.4079 0.0640 3.0194
C -5.3890 0.7207 4.8059
C -4.1767 1.5656 5.1966
C -3.9550 1.5503 6.7056
H -3.0952 2.1613 6.9716
H -3.7740 0.5348 7.0514
H -4.8279 1.9393 7.2254
C -2.9554 1.0322 4.4484
H -2.0816 1.6526 4.6554
H -2.7438 0.0156 4.7832
C -3.2229 1.0105 2.9451
H -2.3546 0.6114 2.4174
H -3.3939 2.0485 2.6039
H -4.3559 2.6003 4.8791
H -6.2940 1.1152 5.2725
H -5.2392 -0.3025 5.1542
H -5.7818 1.7286 2.9415
H -5.3251 -1.0393 1.3340
H -3.5931 -0.8326 1.0584
H -2.9311 1.8164 0.3668
H -3.0968 -0.0310 -1.9325
H -1.4605 -1.9944 -1.3942
H 0.1402 -1.2436 -1.1705
H 3.6267 -2.0025 -4.2327
H 5.6359 -3.4156 -4.5439
H 7.6707 -4.3436 -3.5324
H 8.4531 -3.5263 -2.1715
*
```

For reference, the Mulliken charges in units of e are: atom 1 (C): -1.07, atom 2 (H): 0.33, atom 3 (H): 0.35, atom 4 (H): 0.33, atom 5 (C): -1.07, atom 6 (C): 0.89, atom 7 (C): -0.47, atom 8 (C): -0.70, atom 9 (C): 0.26, atom 10 (C): -0.72, atom 11 (C): -0.49, atom 12 (H): 0.37, atom 13 (H): 0.45, atom 14 (C): 0.50, atom 15 (N): -0.55, atom 16 (C): 0.53, atom 17 (C): 0.80, atom 18 (O): -0.38, atom 19 (C): -1.40, atom 20 (H): 0.16, atom 21 (H): 0.33, atom 22 (H): 0.37, atom 23 (C): -1.00, atom 24 (H): 0.54, atom 25 (H): 0.29, atom 26 (S): 0.41, atom 27 (O): -0.68, atom 28 (C): -1.04, atom 29 (C): 0.43, atom 30 (O): -0.66, atom 31 (N): 0.20, atom 32 (C): -0.74, atom 33 (H): 0.38, atom 34 (C): -0.57, atom 35 (H): 0.34, atom 36 (H): 0.46, atom 37 (C): -1.18, atom 38 (N): 0.17, atom 39 (C): -0.67, atom 40 (H): 0.45, atom 41 (C): -1.03, atom 42 (C): 0.63, atom 43 (C): -1.73, atom 44 (H): 0.41, atom 45 (H): 0.35, atom 46 (H): 0.41, atom 47 (C): -1.14, atom 48 (H): 0.41, atom 49 (H): 0.34, atom 50 (C): -0.17, atom 51 (H): 0.23, atom 52 (H): 0.18, atom 53 (H): 0.20, atom 54 (H): 0.41, atom 55 (H): 0.33, atom 56 (H): 0.30, atom 57 (H): 0.37, atom 58 (H): 0.51, atom 59 (H): 0.32, atom 60 (H): 0.24, atom 61 (H): 0.55, atom 62 (H): 0.36, atom 63 (H): 0.49, atom 64 (H): 0.38, atom 65 (H): 0.35, atom 66 (H): 0.35

Sequential E_LUMO output: 0.005, -0.015, 0.022 Ha
Sequential Kohn-Sham gap output: 0.2438, 0.2572, 0.3181 Eh